80
Properties=species:S:1:pos:R:3:forces:R:3:lowdin_spin:R:1 method="wB97M-V/def2-TZVPD" e_above_lowest_ev=5.307 orbital_gap_ev="4.6 / 4.0" s_squared=1.221 multiplicity=2 charge=+3
Ir 1.71490 0.17849 0.04278 4.7 -1.7 3.3 -0.0352
C 2.47467 -1.95860 2.42394 -0.4 -0.6 -0.3 0.0032
C 2.20848 -2.95100 1.28996 0.2 0.3 0.6 0.0104
N 1.51610 -2.29440 0.17177 -0.8 0.7 0.0 0.1360
C 1.84857 -2.88153 -1.12871 0.0 -0.1 -0.5 0.0077
C 3.28944 -2.60155 -1.56911 -0.1 0.3 -0.1 0.0102
S 3.92049 -0.95505 -1.08188 -1.2 -0.1 0.7 0.1298
C 4.90244 -1.36411 0.41809 -0.1 0.3 0.2 0.0093
C 4.44117 -0.60532 1.65761 0.7 0.1 -0.5 0.0032
N 2.99936 -0.67761 1.93190 -1.2 1.3 -1.1 0.0304
H 3.16711 -2.41741 3.13935 -0.1 0.2 0.0 0.0007
H 1.53564 -1.74849 2.93854 0.1 0.0 0.1 -0.0002
H 1.61504 -3.78007 1.69270 0.1 0.1 -0.2 0.0036
H 3.14444 -3.36815 0.92818 -0.1 -0.1 0.0 0.0002
H 0.51049 -2.36447 0.31334 0.0 -0.1 0.0 -0.0011
H 1.17053 -2.45434 -1.86536 0.0 -0.2 0.1 0.0003
H 1.71249 -3.97117 -1.11194 -0.1 0.1 0.0 0.0038
H 3.32058 -2.59975 -2.65824 0.1 -0.1 0.0 0.0009
H 3.99110 -3.35568 -1.21968 0.1 0.1 0.0 0.0014
H 5.92410 -1.04541 0.20148 0.0 -0.1 -0.1 0.0024
H 4.91619 -2.43985 0.56825 0.0 0.0 -0.1 0.0000
H 4.68323 0.45103 1.52689 0.0 -0.1 0.1 0.0000
H 5.00721 -0.99241 2.51755 -0.2 0.1 0.0 0.0009
H 2.82021 0.02211 2.64805 -0.1 0.1 0.0 0.0001
F 5.55896 2.44627 -2.18165 -0.2 -0.1 0.0 -0.0001
C 4.75248 3.45043 -1.87509 0.9 0.2 -0.2 -0.0016
F 5.29133 4.15977 -0.90256 -0.5 -0.2 0.1 -0.0002
F 4.53015 4.20231 -2.92601 -0.3 -0.2 0.2 -0.0008
S 3.13553 2.70324 -1.30440 -0.4 0.9 -0.8 -0.0031
O 3.44930 1.77888 -0.21353 -0.2 -1.4 1.1 -0.0150
O 2.22009 3.72391 -0.90089 0.2 0.6 -0.4 -0.0009
N 2.71602 1.87310 -2.57969 0.0 -0.1 -0.3 0.0017
S 1.33808 1.16138 -2.52877 -0.5 1.3 -1.5 -0.0018
O 0.36147 1.79408 -1.68205 -0.4 0.4 -0.2 0.0257
O 1.42592 -0.26473 -2.20400 0.0 -0.6 0.7 -0.0161
C 0.75360 1.04676 -4.30424 -0.4 -0.1 -0.7 -0.0001
F 0.88053 2.17305 -4.96153 0.2 -0.1 0.5 -0.0004
F -0.53682 0.68808 -4.27725 0.4 0.1 0.3 0.0002
F 1.44088 0.08171 -4.88512 0.2 0.1 0.1 0.0000
I -0.27179 3.05934 5.51105 0.3 -0.1 -0.6 0.0022
C 0.46609 2.74913 3.58128 -0.1 -0.1 0.3 0.0028
C 0.85460 3.70566 2.64451 -0.3 -0.7 0.6 0.0008
N 1.22918 3.04632 1.55055 0.1 0.4 -0.7 -0.0002
N 1.11760 1.72354 1.70808 0.3 -1.3 -1.8 -0.0195
C 0.65458 1.51913 2.93590 -0.4 0.5 0.7 -0.0003
H 0.87963 4.77527 2.72588 0.1 0.2 -0.1 -0.0002
H 1.54419 3.44574 0.65485 -0.1 -0.2 0.3 -0.0002
H 0.44509 0.53790 3.31524 0.0 -0.2 0.0 0.0006
C -4.92149 -1.60584 1.75011 0.2 0.3 0.1 0.0005
C -3.99999 -2.67292 2.30462 -0.3 -0.5 0.0 0.0003
C -3.24765 -3.46453 1.23515 0.2 0.4 0.3 0.0008
C -2.12768 -2.66737 0.55519 0.1 -0.6 0.5 0.0057
N -2.61698 -1.78400 -0.48078 0.1 0.4 -0.3 0.0066
C -2.26394 -0.51294 -0.66072 -1.0 -0.4 -0.9 0.0567
S -1.09434 0.21953 0.39668 0.3 0.3 0.5 0.5367
N -2.90350 0.21287 -1.56919 0.5 -0.7 0.3 0.0715
C -2.64270 1.57752 -1.95367 0.0 1.1 -0.6 0.0095
C -3.92914 2.38204 -2.15918 0.4 0.0 0.7 0.0029
C -4.54078 2.84233 -0.83807 -0.5 0.4 -0.5 0.0012
C -5.16973 1.73496 -0.02367 0.2 0.0 0.4 0.0007
H -5.51366 -1.16598 2.54884 -0.1 0.0 0.0 0.0000
H -5.59677 -2.02641 1.00865 -0.1 0.0 -0.1 0.0001
H -4.35413 -0.79304 1.29123 -0.1 0.0 0.0 0.0006
H -4.60860 -3.38938 2.86538 0.1 0.1 0.0 0.0000
H -3.29504 -2.23645 3.01532 0.1 0.0 0.1 0.0001
H -3.94877 -3.83942 0.48758 0.0 -0.1 -0.1 0.0002
H -2.78483 -4.33180 1.70510 0.0 -0.1 -0.1 0.0000
H -1.42734 -3.38084 0.10548 0.1 0.1 0.0 -0.0005
H -1.60317 -2.04541 1.28924 -0.1 -0.3 0.0 0.0054
H -3.34357 -2.17774 -1.07084 0.0 0.2 0.0 0.0000
H -3.61200 -0.24825 -2.13429 0.0 -0.1 0.2 0.0006
H -2.10552 1.56765 -2.90517 0.1 -0.1 0.2 0.0051
H -1.99274 2.03758 -1.20621 -0.2 -0.1 -0.1 0.0022
H -4.64926 1.79005 -2.72571 -0.1 0.0 -0.1 0.0002
H -3.67617 3.25302 -2.76327 0.0 -0.1 -0.1 0.0000
H -5.32141 3.56841 -1.09343 0.1 0.0 0.1 0.0003
H -3.79746 3.38088 -0.24651 0.0 0.0 0.0 0.0000
H -5.83735 1.12758 -0.62927 -0.1 -0.1 0.0 0.0002
H -5.73869 2.15039 0.80531 -0.1 0.0 0.0 0.0003
H -4.40623 1.09203 0.42009 -0.1 -0.1 0.0 0.0006

75
Properties=species:S:1:pos:R:3:forces:R:3:mulliken_charge:R:1 method="wB97M-V/def2-TZVPD" orbital_gap_ev=8.2 charge=0
O 1.46556 4.99227 0.16568 -0.5 -0.3 0.1 -0.4977
C 1.02364 3.98280 -0.31231 0.0 -0.9 -0.1 0.0941
C -0.48020 3.78785 -0.72388 0.0 -1.0 -1.0 0.7080
F -1.51863 4.26239 0.01147 1.8 -0.1 -0.5 -0.2532
C -0.74106 3.07809 -1.85682 0.1 -0.4 0.0 -0.0342
P -2.55076 2.82170 -2.27763 -0.3 1.0 0.1 -0.1321
P -3.10327 1.11729 -1.00370 1.6 -0.4 1.6 0.8437
O -2.96165 1.57632 0.40785 -0.6 -0.2 -1.4 -0.6671
O -4.58637 0.49530 -1.37858 1.9 0.9 -0.1 -0.4799
O -1.90020 -0.04983 -1.23764 -2.8 0.3 -0.4 -0.2488
C 0.43057 2.48946 -2.71733 0.5 -0.2 1.5 0.1844
O 0.38383 2.42372 -3.91982 -0.2 -0.2 0.5 -0.5497
C 1.64719 1.98563 -1.87390 0.6 0.2 1.3 0.5401
C 2.45498 0.84001 -2.22368 0.4 1.3 1.6 -0.3915
C 3.53359 0.45252 -1.32436 -0.7 1.2 0.5 -0.4580
C 3.80958 1.17089 -0.09274 -1.2 0.9 -0.8 -0.3557
C 3.00471 2.34397 0.25660 -0.8 -0.8 -1.9 -0.8756
C 1.92399 2.74678 -0.63118 0.5 -1.4 -0.7 0.4729
H -2.68629 2.46789 -3.65484 0.7 -0.5 0.5 -0.0628
H -5.21018 1.25433 -1.34476 0.0 -0.4 0.0 0.3300
H -2.31253 -0.87398 -0.90758 0.6 0.1 -0.1 0.2385
H 2.26308 0.26492 -3.15216 0.1 0.5 0.8 0.4356
H 4.17273 -0.41781 -1.59205 -0.7 0.7 0.3 0.3351
H 4.63195 0.87516 0.62423 -1.1 0.3 -1.0 0.3894
H 3.15528 2.92222 1.19154 0.1 -0.6 -0.8 0.3967
C 6.40913 -1.53159 2.80281 0.2 0.0 0.0 -0.7088
S 5.67078 -0.13462 3.66262 0.0 -0.1 -0.1 0.5474
O 5.82999 1.06504 2.78753 0.1 -0.1 0.1 -0.6397
C 6.92178 -0.02994 4.95614 0.1 0.1 0.0 -0.9446
H 5.80556 -1.75264 1.92283 -0.1 0.1 0.1 0.2653
H 7.42546 -1.28257 2.49227 0.0 0.2 0.0 0.3535
H 6.41815 -2.40099 3.46183 -0.1 0.1 -0.1 0.2377
H 7.90549 0.12473 4.51071 -0.1 0.0 -0.1 0.3124
H 6.91413 -0.94920 5.54337 -0.1 0.0 -0.1 0.3116
H 6.67904 0.81372 5.60152 -0.1 0.0 -0.1 0.3288
C -7.45653 2.41988 -6.02589 -0.1 0.1 0.0 -1.0051
S -6.13927 1.61509 -5.09567 0.0 0.0 0.1 0.5189
O -5.90771 2.42028 -3.86223 0.1 -0.1 -0.2 -0.5498
C -4.81995 2.01597 -6.25727 0.1 0.1 0.0 -0.9568
H -8.38243 2.32676 -5.45936 0.1 0.0 0.0 0.3257
H -7.22111 3.47566 -6.16631 0.1 0.0 0.1 0.3075
H -7.57219 1.92741 -6.99226 0.0 0.0 0.0 0.3848
H -4.75127 3.09739 -6.38350 0.0 0.0 0.1 0.3128
H -5.02146 1.53667 -7.21618 0.0 0.0 0.0 0.4154
H -3.88084 1.63733 -5.85458 -0.1 0.0 0.0 0.2639
C -7.17293 1.36689 2.40565 0.1 -0.1 0.0 -0.9059
S -7.01856 3.07166 1.83983 0.1 0.0 0.0 0.4480
O -6.38567 3.03716 0.49483 0.0 -0.1 0.0 -0.5404
C -5.74136 3.54460 3.01987 0.2 -0.1 0.1 -0.8692
H -7.90162 0.86037 1.77328 0.0 0.1 0.0 0.3155
H -6.20929 0.86116 2.32719 0.0 0.1 0.0 0.2619
H -7.52157 1.35670 3.43927 0.0 0.0 0.0 0.3674
H -4.86912 2.89973 2.90130 0.0 0.0 -0.1 0.2316
H -6.13567 3.46445 4.03410 -0.1 0.0 0.0 0.3753
H -5.45801 4.57776 2.82266 -0.1 0.0 -0.1 0.3172
C -0.23214 -2.08218 -3.48189 0.0 0.1 -0.1 -0.9071
S 0.14738 -2.76748 -1.85883 0.0 0.1 0.0 0.4591
O 1.33127 -2.03672 -1.33269 -0.1 -0.2 -0.2 -0.5068
C 0.72562 -4.36628 -2.46033 0.0 -0.1 -0.1 -0.9839
H -0.57964 -1.05781 -3.34748 0.0 -0.1 0.1 0.1932
H 0.66364 -2.08438 -4.10505 0.0 -0.1 0.1 0.3527
H -1.01968 -2.67340 -3.95163 0.0 0.0 0.1 0.4271
H 1.56080 -4.22491 -3.14769 0.0 0.1 0.0 0.2959
H -0.09271 -4.88385 -2.96303 0.0 0.0 0.0 0.3588
H 1.05501 -4.95583 -1.60548 0.0 0.1 0.0 0.3213
C 4.24588 -6.46091 4.59104 0.1 -0.1 -0.1 -0.9702
S 4.67596 -4.79261 5.11864 -0.1 0.0 0.0 0.5049
O 5.62482 -4.23797 4.11028 -0.1 -0.3 0.2 -0.6257
C 5.64671 -5.29380 6.55227 0.1 -0.1 0.0 -0.9220
H 3.66188 -6.39045 3.67404 0.0 0.1 0.1 0.3127
H 5.15287 -7.03631 4.40099 0.0 0.1 0.0 0.3081
H 3.64793 -6.94382 5.36482 0.0 0.1 0.0 0.3729
H 6.46532 -5.94305 6.23878 0.0 0.0 -0.1 0.3064
H 5.00354 -5.81447 7.26282 0.0 0.0 0.0 0.3614
H 6.05304 -4.39859 7.02166 -0.1 0.0 -0.1 0.2963

Calculated energy, -4061.3604 -4310.0378 Eh (same order as the records).